Below is the molecule C4H7NO, with properties calculated with the ωB97M-V functional and the def2-TZVPD basis.

As for the spin multiplicity: 1. Its SMILES is CO/C=C1/CN1. The LUMO energy comes out at 1.06 eV. Its energy relative to the best compared isomer or geometry (same formula, charge and spin) is 330.9 kJ/mol.

Cartesian coordinates (Å):
C 1.180 -1.595 -0.400
O -0.113 -1.820 0.146
C -0.644 -0.725 0.764
C -0.524 0.513 0.320
C -0.738 1.941 0.346
N -0.040 1.256 -0.778
H 1.464 -2.511 -0.919
H 1.201 -0.751 -1.097
H 1.895 -1.386 0.406
H -1.207 -0.960 1.663
H -1.741 2.336 0.201
H -0.073 2.577 0.925
H -0.660 1.125 -1.577

natural (NBO) charges, unit e, in atom order: -0.256, -0.513, 0.084, 0.024, -0.259, -0.592, 0.191, 0.188, 0.175, 0.194, 0.199, 0.205, 0.360

Below is a structure of composition C8H13Br3NO, with properties calculated with the ωB97M-V functional and the def2-TZVPD basis.

As for the spin multiplicity: 1. Its total charge is +1. The LUMO energy comes out at -4.49 eV. Its energy relative to the best compared isomer or geometry (same formula, charge and spin) is 0.0 kJ/mol.

Cartesian coordinates (Å):
C 0.915 1.470 -0.694
C -0.205 0.701 -1.463
C 0.343 1.906 0.613
C -0.510 -0.693 -0.869
C 0.115 0.854 1.641
C -1.790 -1.220 -1.516
C 0.707 -1.660 -0.940
C 1.311 0.233 2.247
N -0.767 -0.493 0.616
O 2.023 1.527 -1.097
Br 0.176 0.515 -3.371
Br 1.660 3.161 1.571
Br -1.331 1.208 2.882
H -1.121 1.275 -1.352
H -0.534 2.478 0.456
H -2.174 -2.188 -1.080
H -1.943 -1.346 -2.621
H -2.713 -0.481 -1.220
H 0.546 -2.748 -0.697
H 1.464 -1.450 -0.287
H 1.034 -1.519 -1.948
H 1.271 -0.878 2.679
H 1.670 0.864 2.991
H 2.106 0.174 1.503
H -1.708 -0.224 0.886
H -0.544 -1.466 1.068

natural (NBO) charges, unit e, in atom order: 0.547, -0.374, -0.435, 0.113, 0.235, -0.660, -0.655, -0.753, -0.641, -0.415, 0.115, 0.097, 0.175, 0.236, 0.269, 0.244, 0.290, 0.214, 0.242, 0.217, 0.260, 0.264, 0.284, 0.256, 0.429, 0.447

Below is a structure of composition C12H11N8O2S3Sn, with properties calculated with the ωB97M-V functional and the def2-TZVPD basis.

As for the spin multiplicity: 1. Its total charge is -1. The LUMO energy comes out at 2.60 eV. Its energy relative to the best compared isomer or geometry (same formula, charge and spin) is 33.4 kJ/mol.

Cartesian coordinates (Å):
Sn -0.654 0.944 0.004
C 3.076 0.132 0.819
C 3.174 0.413 -0.537
C 2.921 1.700 -0.997
C 2.570 2.704 -0.105
C 2.472 2.422 1.253
C 2.725 1.137 1.713
H 3.256 -0.874 1.179
H 3.424 -0.371 -1.240
H 2.965 1.907 -2.059
H 2.347 3.700 -0.466
H 2.167 3.195 1.947
H 2.628 0.912 2.768
S -3.753 3.774 2.068
C -2.640 2.705 1.501
S -0.907 2.923 1.628
S -3.075 1.205 0.684
N -2.292 -1.829 -0.072
N -1.787 -3.001 -0.620
C -0.744 -3.006 -1.496
N -0.368 -4.227 -1.885
N -0.263 -1.815 -1.843
N 0.789 -1.789 -2.732
O 1.321 -2.814 -3.186
O 1.160 -0.679 -3.046
H -2.055 -1.746 0.906
H -3.290 -1.766 -0.218
H -2.076 -3.885 -0.234
H -0.764 -5.036 -1.443
H 0.459 -4.276 -2.458
N -0.246 -0.625 1.693
C 0.230 -1.595 2.111
C 0.667 -2.885 2.421
C 0.314 -3.889 1.482
N -0.044 -4.664 0.701
C 1.341 -3.182 3.632
N 1.889 -3.427 4.617

natural (NBO) charges, unit e, in atom order: 1.051, -0.169, -0.231, -0.210, -0.223, -0.224, -0.230, 0.206, 0.220, 0.217, 0.215, 0.223, 0.216, -0.117, -0.500, -0.290, -0.313, -0.639, -0.435, 0.622, -0.780, -0.456, 0.625, -0.492, -0.387, 0.378, 0.369, 0.385, 0.413, 0.442, -0.556, 0.460, -0.600, 0.359, -0.477, 0.306, -0.377

Below is the ion C3H4NS with charge +1, with properties calculated with the ωB97M-V functional and the def2-TZVPD basis.

As for the spin multiplicity: 1. Its total charge is +1. The LUMO energy (spin up / spin down) comes out at -7.66 / -7.68 eV. Its energy relative to the best compared isomer or geometry (same formula, charge and spin) is 299.6 kJ/mol.

Cartesian coordinates (Å):
C -0.005 -1.343 0.041
C 1.413 -1.247 -0.126
C 0.009 1.057 -0.065
N -0.742 -0.191 -0.002
S 1.793 0.576 0.013
H -0.629 -2.301 0.170
H 0.031 1.693 -1.044
H -0.127 1.787 0.857
H -1.741 -0.032 0.156

natural (NBO) charges, unit e, in atom order: 0.086, -0.132, -0.453, -0.413, 0.531, 0.285, 0.321, 0.309, 0.466

Below is the molecule C2H7NO2S2, with properties calculated with the ωB97M-V functional and the def2-TZVPD basis.

As for the spin multiplicity: 1. Its SMILES is C[C@@H](N)S(=O)(=O)S. The LUMO energy comes out at 0.22 eV. Its energy relative to the best compared isomer or geometry (same formula, charge and spin) is 242.1 kJ/mol.

Cartesian coordinates (Å):
C 1.305 -0.984 0.294
C 0.711 0.382 0.153
N 1.009 1.116 -0.939
S -1.354 -0.253 -0.067
O -1.573 -1.389 0.813
O -1.373 -0.535 -1.474
S -2.752 1.284 0.394
H 1.620 -1.296 1.336
H 2.216 -0.739 -0.342
H 0.872 -1.806 -0.233
H 0.753 0.905 1.035
H 1.031 0.626 -1.883
H 0.533 1.943 -0.807
H -2.997 0.746 1.718

natural (NBO) charges, unit e, in atom order: -0.672, -0.019, -0.791, 1.776, -0.951, -0.961, -0.287, 0.243, 0.222, 0.252, 0.201, 0.412, 0.386, 0.187

Below is a structure of composition HN3S, with properties calculated with the ωB97M-V functional and the def2-TZVPD basis.

As for the spin multiplicity: 1. The LUMO energy comes out at -1.57 eV. Its energy relative to the best compared isomer or geometry (same formula, charge and spin) is 323.7 kJ/mol.

Cartesian coordinates (Å):
N 0.156 0.342 -0.957
N -0.374 0.722 0.198
N 0.736 -0.797 -0.628
S 0.804 -0.753 1.039
H -1.323 0.486 0.349

natural (NBO) charges, unit e, in atom order: -0.018, -0.452, -0.370, 0.457, 0.383

Below is the ion C11H10NO3 with charge -1, with properties calculated with the ωB97M-V functional and the def2-TZVPD basis.

As for the spin multiplicity: 1. Its total charge is -1. Its SMILES is CN1C(=O)[C@@H](C(=O)[O-])[C@@H]1c1ccccc1. The LUMO energy comes out at 3.08 eV. Its energy relative to the best compared isomer or geometry (same formula, charge and spin) is 223.4 kJ/mol.

Cartesian coordinates (Å):
C 1.149 0.457 -2.499
N 1.164 -0.223 -1.231
C 1.886 -1.279 -0.839
O 2.204 -2.199 -1.596
C 1.787 -1.037 0.634
C 2.936 -0.600 1.636
O 3.258 0.551 1.518
O 3.320 -1.524 2.377
C 0.764 0.394 0.010
C -0.650 0.410 0.259
C -1.488 -0.621 -0.163
C -2.852 -0.638 0.072
C -3.323 0.426 0.817
C -2.562 1.394 1.392
C -1.213 1.452 1.053
H 0.537 1.308 -2.285
H 2.131 0.774 -2.841
H 0.768 -0.312 -3.118
H 1.171 -1.711 1.222
H 1.280 1.265 0.229
H -0.906 -1.502 -0.696
H -3.392 -1.606 -0.042
H -4.313 0.285 1.208
H -3.071 2.240 1.875
H -0.587 2.296 1.008

natural (NBO) charges, unit e, in atom order: -0.413, -0.436, 0.664, -0.651, -0.331, 0.773, -0.742, -0.754, -0.064, -0.060, -0.184, -0.230, -0.236, -0.223, -0.197, 0.201, 0.192, 0.212, 0.221, 0.211, 0.223, 0.216, 0.192, 0.205, 0.211

Below is a structure of composition C20H42NP3SeSm, with properties calculated with the ωB97M-V functional and the def2-TZVPD basis.

As for the spin multiplicity: 6. Its total charge is +3. The LUMO energy (spin up / spin down) comes out at -10.73 / -10.18 eV.

Cartesian coordinates (Å):
Sm 0.031 -0.205 -0.293
P 0.513 -1.345 2.514
P -2.764 -0.688 0.156
P -0.245 1.909 1.532
H 2.350 0.543 -2.070
C 2.309 1.027 -1.068
C 2.743 0.342 0.043
H 3.068 -0.714 -0.003
C 1.134 -3.058 2.695
C -0.918 -1.498 3.649
C 1.717 -0.547 3.651
C -3.524 0.039 -1.349
C -3.264 -2.438 0.045
C -3.831 -0.038 1.480
C 1.251 2.889 1.906
C -1.096 1.955 3.137
C -1.243 3.094 0.534
H 2.178 2.119 -1.114
H 3.092 0.859 0.949
H 2.032 -3.208 2.090
H 0.380 -3.773 2.357
H 1.373 -3.230 3.751
H -1.679 -2.142 3.196
H -1.384 -0.530 3.855
H -0.549 -1.955 4.578
H 2.702 -0.506 3.172
H 1.772 -1.197 4.540
H 1.441 0.479 3.920
H -4.596 -0.189 -1.401
H -3.010 -0.361 -2.234
H -3.369 1.129 -1.341
H -4.331 -2.528 -0.187
H -3.058 -2.941 1.003
H -2.654 -2.922 -0.734
H -4.881 -0.272 1.253
H -3.682 1.050 1.545
H -3.522 -0.500 2.434
H 0.912 3.905 2.145
H 1.932 2.900 1.047
H 1.781 2.458 2.766
H -1.257 3.010 3.386
H -0.497 1.483 3.925
H -2.068 1.452 3.076
H -1.142 4.070 1.033
H -2.301 2.786 0.507
H -0.880 3.167 -0.509
C 0.508 2.646 -4.172
C 1.889 2.454 -4.072
C 2.798 3.151 -4.875
C 2.327 4.010 -5.877
C 0.936 4.143 -6.078
C 0.026 3.457 -5.238
Se -0.622 1.827 -2.802
H 0.249 0.633 -2.265
H 2.256 1.765 -3.316
H 3.874 3.013 -4.707
H 3.044 4.572 -6.506
H 0.551 4.777 -6.880
H -1.048 3.562 -5.395
C 0.924 -6.034 0.088
C 1.454 -4.905 -0.820
C 1.033 -3.552 -0.485
N 0.782 -2.400 -0.472
H 1.178 -5.857 1.139
H 1.346 -7.006 -0.193
H -0.167 -6.105 0.035
H 2.559 -4.929 -0.818
H 1.137 -5.100 -1.859

natural (NBO) charges, unit e, in atom order: 1.655, 0.784, 0.723, 0.734, 0.246, -0.492, -0.408, 0.248, -0.927, -0.923, -0.918, -0.924, -0.918, -0.915, -0.917, -0.929, -0.943, 0.268, 0.258, 0.237, 0.243, 0.268, 0.241, 0.245, 0.268, 0.247, 0.265, 0.239, 0.281, 0.249, 0.249, 0.279, 0.255, 0.244, 0.279, 0.245, 0.254, 0.272, 0.238, 0.260, 0.275, 0.257, 0.251, 0.272, 0.249, 0.259, -0.184, -0.231, -0.189, -0.155, -0.167, -0.216, 0.288, -0.097, 0.172, 0.245, 0.258, 0.259, 0.243, -0.596, -0.566, 0.631, -0.654, 0.225, 0.273, 0.231, 0.304, 0.305

Number 1: strongest force on any atom 0.4 eV/Å. Number 2: strongest force on any atom 4.1 eV/Å. Number 3: strongest force on any atom 0.9 eV/Å. Number 4: strongest force on any atom 4.9 eV/Å. Number 5: strongest force on any atom 3.9 eV/Å. Number 6: strongest force on any atom 5.8 eV/Å. Number 7: strongest force on any atom 4.7 eV/Å. Number 8: strongest force on any atom 3.6 eV/Å.